[1]
{"formula": "C21H70N8O14", "method": "wB97M-V/def2-TZVPD", "species": ["C", "C", "O", "H", "H", "H", "H", "H", "H", "C", "C", "O", "H", "H", "H", "H", "H", "H", "C", "C", "O", "H", "H", "H", "H", "H", "H", "C", "C", "O", "H", "H", "H", "H", "H", "H", "C", "C", "O", "H", "H", "H", "H", "H", "H", "C", "C", "O", "H", "H", "H", "H", "H", "H", "C", "C", "O", "H", "H", "H", "H", "H", "H", "C", "O", "N", "N", "H", "H", "H", "H", "C", "O", "N", "N", "H", "H", "H", "H", "C", "O", "N", "N", "H", "H", "H", "H", "C", "O", "N", "N", "H", "H", "H", "H", "C", "O", "H", "H", "H", "H", "C", "O", "H", "H", "H", "H", "C", "O", "H", "H", "H", "H"], "coordinates": [[-3.286, 1.403, 5.399], [-3.235, 0.974, 3.968], [-1.913, 1.018, 3.379], [-3.289, 2.425, 5.492], [-2.430, 1.039, 5.991], [-4.201, 1.105, 5.900], [-3.913, 1.447, 3.250], [-3.569, -0.016, 3.830], [-2.041, 0.663, 2.514], [-1.369, -2.880, -3.523], [-1.136, -2.794, -5.034], [-0.930, -1.381, -5.156], [-0.677, -2.252, -2.960], [-1.161, -3.883, -3.171], [-2.354, -2.689, -3.232], [-1.944, -3.141, -5.683], [-0.180, -3.338, -5.146], [-0.912, -1.196, -6.057], [-0.107, 5.377, -1.997], [1.000, 5.077, -0.972], [1.123, 3.680, -0.989], [-1.129, 5.135, -1.599], [0.120, 5.090, -2.976], [0.019, 6.421, -1.981], [0.667, 5.426, -0.032], [2.007, 5.487, -1.147], [1.481, 3.403, -0.131], [2.566, -1.815, -2.333], [2.398, -0.671, -3.346], [2.609, 0.541, -2.820], [3.576, -1.970, -1.821], [2.407, -2.682, -2.807], [1.898, -1.755, -1.507], [1.353, -0.619, -3.618], [3.080, -0.705, -4.202], [1.932, 1.159, -3.153], [-0.215, -3.926, -0.374], [-1.744, -4.094, -0.509], [-2.231, -4.971, 0.425], [0.206, -3.407, -1.218], [0.420, -4.749, -0.122], [0.016, -3.203, 0.409], [-1.991, -4.464, -1.522], [-2.389, -3.153, -0.473], [-2.228, -4.461, 1.271], [-4.098, -0.555, -3.542], [-3.019, -0.349, -2.422], [-2.037, 0.341, -3.154], [-5.071, -0.911, -3.123], [-3.793, -1.314, -4.297], [-4.308, 0.326, -4.009], [-2.608, -1.133, -1.767], [-3.383, 0.296, -1.596], [-1.660, -0.293, -3.759], [1.585, -3.510, 4.718], [2.558, -3.209, 3.641], [1.914, -2.383, 2.672], [1.899, -4.447, 5.223], [0.628, -3.584, 4.300], [1.625, -2.850, 5.508], [2.791, -4.162, 3.197], [3.500, -2.800, 4.036], [1.840, -1.502, 3.114], [1.122, 2.700, 2.263], [0.614, 3.857, 2.901], [0.575, 1.555, 2.328], [2.119, 2.709, 1.412], [-0.203, 1.325, 2.865], [0.561, 1.014, 1.521], [2.562, 3.698, 1.354], [2.512, 1.855, 0.778], [3.000, 0.446, 4.384], [3.511, 0.251, 5.689], [1.792, 0.049, 4.109], [3.537, 1.306, 3.508], [1.302, -0.268, 4.918], [1.358, 0.452, 3.298], [4.296, 1.828, 3.916], [3.061, 1.763, 2.711], [0.532, 2.167, -4.463], [-0.103, 1.528, -5.535], [1.692, 2.736, -4.650], [0.207, 2.095, -3.161], [2.013, 2.856, -5.653], [2.301, 3.351, -4.022], [-0.730, 1.577, -3.020], [0.775, 2.632, -2.424], [-2.346, -1.933, 1.879], [-2.490, -0.791, 1.111], [-1.234, -2.364, 2.451], [-3.324, -2.768, 2.186], [-0.403, -1.809, 2.264], [-1.106, -3.248, 2.944], [-4.249, -2.431, 1.935], [-3.338, -3.663, 2.686], [4.077, 0.120, 0.380], [3.421, 1.250, -0.260], [4.796, 0.488, 1.169], [4.596, -0.520, -0.385], [3.280, -0.601, 0.725], [3.669, 1.372, -1.156], [0.043, 0.190, -0.466], [0.649, -0.528, 0.578], [-0.156, -0.519, -1.282], [0.771, 0.959, -0.782], [-0.925, 0.506, -0.088], [1.263, -1.053, 0.097], [-1.831, 3.435, 0.186], [-2.750, 2.353, 0.073], [-1.154, 3.333, -0.656], [-1.188, 3.260, 1.060], [-2.240, 4.456, 0.262], [-2.905, 2.394, -0.882]], "forces_ev_per_a": [[0.4, -1.5, 0.3], [0.3, -0.1, -1.4], [-0.2, 0.7, 1.8], [0.3, 2.7, 0.1], [-0.3, -0.1, -0.4], [-0.2, -0.5, -0.1], [0.0, 1.0, 0.6], [-0.3, -1.8, 0.5], [-0.3, -0.6, -1.5], [0.8, -1.7, -0.5], [1.1, 0.9, 2.2], [-0.1, -1.0, 1.2], [0.0, 0.3, -0.4], [0.1, -0.4, -0.1], [-1.5, 0.6, 0.3], [0.1, -0.2, 0.2], [-0.4, 0.1, -0.9], [0.2, 1.2, -2.4], [0.3, 1.1, 2.5], [-0.5, -0.9, -1.7], [0.7, -1.2, 0.5], [1.2, 0.0, -0.7], [0.1, -1.0, -1.4], [-0.7, 1.9, -0.5], [-0.4, 0.3, 1.3], [-0.5, 0.5, -0.5], [-0.2, -0.4, -0.3], [2.6, 2.6, 1.4], [-0.3, -1.8, -0.4], [1.0, 3.9, 2.2], [-0.9, 0.7, -1.0], [-0.8, -3.4, -1.8], [-0.9, 0.2, 0.5], [-0.4, -1.0, -0.9], [-0.3, -1.1, -0.3], [0.5, -0.6, 0.4], [-0.5, 2.2, 0.4], [0.2, 1.0, -1.8], [-0.7, -0.6, 2.3], [0.1, -0.1, -0.8], [-0.3, -1.1, -0.2], [-0.2, 0.0, 0.4], [0.1, -0.4, 0.7], [1.4, -0.5, 0.1], [-0.1, -0.9, -1.1], [-0.5, -4.1, 2.7], [-1.4, 1.2, -0.2], [1.1, 0.8, 1.2], [0.6, 0.0, -0.2], [0.0, 0.6, 0.5], [-0.2, 2.5, -1.2], [-0.2, -0.6, -1.0], [-0.1, 0.2, -0.8], [0.5, -0.3, -1.0], [1.6, -2.2, 0.8], [0.1, 0.0, -0.3], [0.5, 0.7, 0.0], [-0.5, 0.1, -0.4], [-1.5, -0.3, -0.4], [-0.3, 2.0, 1.5], [0.3, -0.2, -0.8], [-0.3, 0.2, -0.2], [0.1, -0.6, -0.4], [-3.4, 9.0, 3.3], [3.2, -5.9, -3.1], [-1.7, -2.7, 0.5], [3.7, 2.5, -2.2], [-1.9, 0.7, 1.6], [0.6, -1.3, -1.5], [-0.7, -2.5, 0.1], [-0.7, 2.4, 1.1], [3.1, 1.4, 7.6], [-2.0, 0.6, -7.0], [-1.0, -2.2, 0.1], [1.5, 0.4, -0.3], [-0.5, -0.2, 0.2], [-0.5, 0.2, 0.1], [0.1, -0.1, -0.1], [0.4, -0.7, 1.1], [-3.7, -3.8, -3.8], [2.8, 3.3, 5.6], [5.0, 3.4, -3.0], [-1.9, -0.6, 0.5], [-0.9, -0.5, 1.8], [-2.0, -1.5, -0.7], [1.7, 1.0, 0.4], [-1.7, -0.8, -1.1], [0.1, 4.0, -2.2], [0.6, -5.5, 4.0], [2.7, 1.2, -0.2], [-4.2, -0.3, -0.6], [0.1, -0.5, 0.0], [-0.3, 0.7, -0.3], [0.2, -0.3, -0.1], [0.6, 1.0, -0.2], [0.1, -0.9, -0.9], [0.3, -0.9, 2.2], [-1.0, -0.6, -0.8], [-0.1, 1.0, 0.6], [0.8, 1.1, 0.4], [0.1, -0.2, -1.6], [-0.4, 0.0, -0.8], [-0.1, -0.4, 0.9], [0.0, 0.5, -0.2], [-0.8, 0.0, -0.2], [0.0, 0.6, -0.2], [1.2, -1.0, 0.2], [1.3, -0.5, 0.7], [-0.3, 0.7, -0.6], [0.1, 0.5, -0.1], [-0.4, 0.2, 0.1], [-0.3, -0.5, -0.1], [-0.6, -0.7, 0.3]], "homo_lumo_gap_ev": 9.174, "multiplicity": 1, "relative_energy_kcal_mol": 82.30, "homo_ev": -8.99}


[2]
{"formula": "C21H74O16", "method": "wB97M-V/def2-TZVPD", "species": ["C", "C", "O", "H", "H", "H", "H", "H", "H", "C", "C", "O", "H", "H", "H", "H", "H", "H", "C", "C", "O", "H", "H", "H", "H", "H", "H", "C", "C", "O", "H", "H", "H", "H", "H", "H", "C", "C", "O", "H", "H", "H", "H", "H", "H", "C", "O", "H", "H", "H", "H", "C", "O", "H", "H", "H", "H", "C", "O", "H", "H", "H", "H", "C", "O", "H", "H", "H", "H", "C", "O", "H", "H", "H", "H", "C", "O", "H", "H", "H", "H", "C", "O", "H", "H", "H", "H", "C", "O", "H", "H", "H", "H", "C", "O", "H", "H", "H", "H", "C", "O", "H", "H", "H", "H", "C", "O", "H", "H", "H", "H"], "coordinates": [[1.481, -3.303, 12.760], [0.959, -4.751, 12.412], [1.967, -5.703, 12.726], [1.650, -3.254, 13.836], [0.786, -2.564, 12.494], [2.416, -3.140, 12.190], [0.802, -4.727, 11.352], [0.057, -5.012, 13.026], [1.797, -6.566, 12.355], [-0.352, -11.821, 14.114], [-0.771, -10.673, 13.303], [-1.149, -11.089, 12.018], [-1.230, -12.221, 14.665], [0.307, -11.588, 14.943], [0.197, -12.438, 13.432], [0.196, -10.113, 13.160], [-1.315, -9.914, 13.835], [-2.022, -11.459, 12.130], [1.408, -10.493, 6.981], [0.696, -9.305, 6.217], [-0.727, -9.459, 6.497], [0.928, -11.428, 6.694], [1.250, -10.373, 8.075], [2.480, -10.453, 6.845], [0.838, -9.338, 5.109], [1.148, -8.360, 6.569], [-1.104, -10.002, 5.797], [1.368, -7.473, 15.398], [1.124, -8.535, 16.482], [2.270, -9.215, 16.761], [2.159, -6.800, 15.701], [0.555, -6.756, 15.239], [1.680, -7.931, 14.459], [0.452, -9.320, 15.990], [0.623, -8.205, 17.389], [2.743, -8.709, 17.450], [1.737, -7.084, 9.449], [1.654, -8.449, 10.031], [1.818, -8.332, 11.476], [2.642, -6.652, 9.647], [1.036, -6.361, 9.917], [1.691, -7.045, 8.327], [2.579, -8.935, 9.610], [0.779, -9.023, 9.644], [2.044, -9.183, 11.776], [2.905, -10.637, 13.724], [2.536, -11.019, 12.414], [3.566, -11.270, 14.103], [2.073, -10.434, 14.396], [3.436, -9.688, 13.673], [2.102, -11.842, 12.482], [-2.227, -9.477, 9.415], [-3.509, -10.020, 9.597], [-1.506, -10.037, 8.942], [-1.909, -9.063, 10.379], [-2.288, -8.540, 8.816], [-4.022, -9.214, 9.682], [-2.001, -4.164, 10.959], [-2.482, -3.576, 9.805], [-2.806, -4.710, 11.398], [-1.566, -3.398, 11.560], [-1.177, -4.802, 10.683], [-2.133, -4.060, 9.091], [4.818, -11.224, 9.665], [4.974, -10.679, 8.317], [5.827, -11.365, 10.099], [4.154, -12.123, 9.707], [4.398, -10.544, 10.357], [5.603, -10.001, 8.323], [1.025, -12.345, 9.921], [0.772, -12.940, 11.211], [1.333, -11.258, 10.085], [0.112, -12.293, 9.257], [1.777, -12.911, 9.359], [-0.024, -12.527, 11.587], [4.044, -7.293, 7.228], [3.579, -6.144, 6.717], [4.332, -7.000, 8.123], [4.947, -7.512, 6.626], [3.357, -8.126, 7.391], [2.710, -5.954, 7.070], [0.775, -3.028, 8.774], [1.462, -4.081, 8.151], [-0.349, -2.998, 8.636], [1.230, -2.085, 8.427], [0.932, -2.922, 9.839], [1.643, -3.838, 7.196], [-1.338, -7.243, 12.755], [-0.864, -7.243, 11.399], [-0.565, -7.327, 13.462], [-1.983, -8.115, 13.045], [-1.789, -6.271, 12.965], [-0.179, -7.890, 11.308], [4.975, -4.346, 9.426], [3.757, -4.008, 10.036], [5.233, -5.313, 9.871], [5.706, -3.570, 9.598], [4.938, -4.547, 8.420], [3.106, -4.051, 9.368], [5.096, -7.844, 11.023], [5.959, -7.241, 11.985], [4.383, -7.057, 10.855], [4.609, -8.723, 11.441], [5.727, -8.158, 10.166], [5.469, -6.561, 12.432], [-1.117, -6.133, 7.857], [-1.725, -4.916, 7.621], [-1.657, -6.895, 7.305], [-1.157, -6.205, 8.916], [-0.048, -6.104, 7.578], [-1.806, -4.731, 6.707]], "forces_ev_per_a": [[1.1, -2.6, 0.1], [0.6, 0.9, 1.3], [0.6, 0.9, 0.5], [0.2, 0.2, 0.0], [-1.2, 1.0, -0.4], [-0.4, -0.1, 0.5], [-0.6, -0.4, -0.6], [0.4, 0.5, -0.9], [-0.4, -0.4, -0.4], [-1.1, -0.6, 2.0], [3.7, 2.1, 0.0], [-0.9, 0.4, 0.0], [0.5, -0.8, -0.8], [0.3, 0.5, 0.0], [-0.1, -1.1, 0.2], [-0.8, -0.2, -0.4], [-1.4, 0.0, -0.1], [-0.7, -0.2, -0.5], [-0.8, 1.5, 0.0], [0.1, -1.9, 0.2], [0.8, 1.0, -0.1], [0.4, -0.1, -0.2], [-0.1, 0.0, -0.8], [0.3, -0.4, -0.3], [0.2, -0.1, 0.8], [-0.9, -0.1, 0.0], [0.1, 0.1, 0.1], [-0.1, 0.6, 0.7], [-2.5, -0.4, -2.4], [2.3, -0.5, 1.4], [0.6, 0.0, 0.2], [-0.3, -0.6, -0.1], [-0.2, 0.0, 0.1], [0.4, 0.9, 0.8], [-0.1, 0.4, 0.0], [-0.1, -0.5, -0.6], [-2.4, 0.9, -1.0], [1.8, -0.5, -0.7], [-1.3, 1.5, -1.9], [2.7, 0.9, 0.8], [-0.1, -0.6, -0.6], [-0.6, -0.4, 1.2], [-0.8, -0.3, 0.5], [0.3, 0.3, 0.9], [0.5, -2.2, 0.9], [-1.9, 3.4, -1.3], [0.6, 1.7, -0.1], [2.6, -3.1, 2.0], [-0.2, -0.4, 0.0], [0.0, 0.2, -0.3], [-1.0, -1.7, -0.5], [-0.8, 3.8, 1.3], [-0.4, -0.5, -0.4], [1.2, -2.0, -0.8], [0.6, -0.6, -0.1], [-0.1, -0.6, -0.1], [-0.6, -0.3, 0.1], [0.7, -0.1, -0.7], [-1.2, 1.9, 0.2], [-0.3, -0.5, 1.0], [0.0, 0.5, 1.1], [0.2, -0.7, 0.3], [0.3, -0.7, -1.8], [1.1, -0.2, -0.6], [-2.3, -2.2, 0.8], [-0.4, -0.7, -0.3], [1.0, 0.6, -0.6], [-0.9, 1.1, 0.4], [1.5, 1.5, 0.3], [-0.9, 1.4, 0.2], [0.3, -0.2, -0.8], [0.0, -1.4, -0.4], [0.7, -0.3, 0.8], [0.0, 0.1, 0.5], [0.1, 0.2, -0.5], [1.1, -2.4, -2.1], [-2.2, 2.8, -2.5], [2.1, 0.3, 4.9], [-0.6, -0.7, 0.3], [-0.1, -0.2, -0.8], [-0.2, 0.2, 0.2], [-1.1, 2.3, -0.3], [0.6, -0.6, -1.6], [1.4, -0.3, -0.2], [-0.5, 0.0, -0.2], [0.4, -1.0, 0.4], [-0.4, -0.3, 1.8], [-0.7, -0.5, -0.5], [-1.3, 0.7, 0.8], [1.6, 0.0, 0.7], [-0.1, 0.9, -0.9], [-0.4, -0.3, -0.3], [0.7, -0.7, 0.3], [0.4, -0.7, 2.6], [0.3, 0.6, 0.8], [0.9, 0.3, 0.1], [0.4, 0.0, 0.2], [-0.6, -0.1, -2.7], [-1.5, 0.0, -1.1], [0.8, 0.3, 0.7], [0.9, -0.8, 0.0], [-0.7, -0.3, -1.1], [-0.2, -0.1, 0.0], [-0.6, 0.4, 0.2], [-0.3, 0.4, 0.3], [1.0, -0.4, -0.8], [-0.6, 1.6, 0.6], [0.2, -0.6, 0.3], [-0.1, -0.9, 0.9], [-0.5, -0.2, -0.1], [-0.1, 0.2, -1.3]], "homo_lumo_gap_ev": 9.901, "multiplicity": 1, "relative_energy_kcal_mol": 241.25, "homo_ev": -9.64}